DFT (ωB97M-V with the def2-TZVPD basis set) results for a structure of composition C77H166AsF6N9OP3 at a distorted geometry.

XYZ file:
```
263
Properties=species:S:1:pos:R:3:lowdin_charge:R:1
As 25.3375 -0.6331 0.9631 0.698
F 25.4470 -0.8076 -0.7632 -0.262
F 25.1035 1.0779 0.8290 -0.260
F 25.3540 -0.5364 2.6852 -0.250
F 25.6054 -2.3494 1.1267 -0.267
F 27.0858 -0.4084 0.9682 -0.280
F 23.6394 -0.8100 1.0004 -0.223
C 23.3698 0.4133 -3.6708 -0.001
N 22.9299 1.6856 -3.0553 -0.354
C 22.2033 1.3201 -1.7914 0.022
C 24.1236 2.5029 -2.6837 0.011
C 21.9380 2.4089 -3.9508 -0.091
C 22.4876 2.9067 -5.2385 -0.209
O 23.5784 3.7946 -5.0116 -0.057
H 24.0328 0.6198 -4.5070 0.109
H 22.4821 -0.0979 -4.0455 0.121
H 23.8437 -0.2461 -2.9479 0.090
H 21.3756 0.6610 -2.0325 0.123
H 21.8426 2.2714 -1.4032 0.113
H 22.9177 0.8837 -1.0963 0.086
H 23.7751 3.5116 -2.4729 0.117
H 24.9034 2.4613 -3.4277 0.106
H 24.4920 2.1427 -1.7199 0.089
H 21.4835 3.1652 -3.3134 0.146
H 21.1720 1.6541 -4.1331 0.147
H 21.6964 3.4055 -5.8039 0.150
H 22.8249 2.0852 -5.8833 0.129
H 23.7186 4.3039 -5.8183 0.117
C 20.2360 7.6925 4.5235 -0.058
C 20.3703 7.1466 3.1082 -0.131
N 20.8006 5.7321 3.1297 -0.034
C 20.0089 4.6770 3.4811 -0.007
C 20.7596 3.5469 3.4141 0.012
N 22.0432 3.9650 3.0609 -0.077
C 22.0292 5.2935 2.9379 -0.024
C 23.3014 3.1866 3.0336 0.027
H 21.1627 7.6235 5.0954 0.078
H 19.4906 7.1512 5.1148 0.080
H 19.8922 8.7250 4.5024 0.099
H 21.1402 7.7279 2.6063 0.131
H 19.4228 7.2357 2.5851 0.140
H 18.9569 4.7717 3.6915 0.154
H 20.5881 2.4926 3.5310 0.139
H 22.9020 5.8781 2.7040 0.174
H 23.5777 2.9849 2.0001 0.083
H 23.1594 2.2572 3.5746 0.098
H 24.1174 3.7562 3.4706 0.097
C 25.0126 -3.6611 -2.2966 -0.061
C 26.4024 -3.7886 -2.9010 -0.150
N 26.3248 -4.1523 -4.3296 -0.051
C 25.7540 -3.4051 -5.3340 -0.003
C 25.7979 -4.1446 -6.4584 0.023
N 26.4255 -5.3227 -6.1353 -0.070
C 26.7221 -5.3039 -4.8520 -0.015
C 26.7394 -6.3846 -7.0926 0.046
H 24.4726 -2.7587 -2.5795 0.061
H 24.9948 -3.6262 -1.2050 0.067
H 24.3953 -4.5267 -2.5462 0.097
H 26.9670 -4.5485 -2.3677 0.115
H 26.9060 -2.8222 -2.8457 0.114
H 25.3401 -2.4302 -5.1553 0.131
H 25.5272 -3.9404 -7.4800 0.156
H 27.3214 -6.0090 -4.3018 0.174
H 27.4734 -6.0535 -7.8217 0.116
H 25.8437 -6.7526 -7.5875 0.118
H 27.1487 -7.2378 -6.5538 0.108
C 33.7014 2.8530 -2.1266 -0.037
C 33.6709 1.3427 -1.8708 -0.141
N 32.3304 0.7845 -2.1196 -0.040
C 31.8028 0.5648 -3.3595 0.016
C 30.5460 0.1176 -3.1749 0.008
N 30.3404 0.0128 -1.8134 -0.078
C 31.4347 0.4332 -1.2083 -0.032
C 29.1490 -0.5343 -1.1349 0.018
H 34.7426 3.1404 -2.2641 0.098
H 33.3565 3.3496 -1.2216 0.069
H 33.1216 3.1392 -2.9985 0.085
H 33.8595 1.1806 -0.8083 0.121
H 34.4436 0.7954 -2.4033 0.140
H 32.3378 0.7377 -4.2776 0.159
H 29.7729 -0.2396 -3.8320 0.140
H 31.5875 0.5280 -0.1474 0.166
H 29.3785 -0.6949 -0.0874 0.079
H 28.9607 -1.5117 -1.5769 0.093
H 28.2985 0.1287 -1.2429 0.089
C 26.5272 -5.8356 2.2892 -0.050
C 27.5552 -5.7393 1.1743 -0.143
N 28.8611 -5.2310 1.6411 -0.030
C 29.2010 -3.9025 1.8700 -0.008
C 30.5227 -3.9054 2.1010 -0.040
N 30.9792 -5.1953 2.1230 -0.062
C 29.9392 -5.9707 1.8281 -0.010
C 32.3411 -5.6406 2.4374 0.045
H 26.0210 -4.8995 2.5169 0.072
H 26.9660 -6.2623 3.1910 0.083
H 25.7599 -6.5365 1.9559 0.097
H 27.2341 -5.0688 0.3778 0.116
H 27.6890 -6.7204 0.7235 0.133
H 28.4155 -3.1661 1.8777 0.120
H 31.1194 -3.0324 2.3065 0.141
H 29.9401 -7.0462 1.7365 0.186
H 32.3224 -6.6166 2.9162 0.094
H 32.7662 -4.9012 3.1088 0.104
H 32.9453 -5.7534 1.5394 0.115
C 23.4615 2.5381 14.2049 -0.103
C 22.4381 1.5221 13.7145 -0.259
C 22.1023 1.7047 12.2397 -0.267
C 20.9567 0.8167 11.7843 -0.261
P 20.4804 1.0146 10.0565 1.010
C 21.5447 0.2042 8.8188 -0.250
C 22.8599 0.9156 8.5084 -0.247
C 23.6543 0.1318 7.4684 -0.264
C 24.9667 0.8333 7.1064 -0.111
C 18.8443 0.2576 9.8884 -0.278
C 18.6814 -1.0985 10.5976 -0.255
C 17.4035 -1.8194 10.2260 -0.254
C 16.1475 -1.0747 10.7151 -0.090
C 20.3198 2.7587 9.5545 -0.251
C 19.5398 2.9621 8.2355 -0.212
C 20.2817 3.7411 7.1375 -0.269
C 20.8053 5.0977 7.6069 -0.089
H 23.8069 2.2994 15.2085 0.084
H 23.0652 3.5574 14.2158 0.081
H 24.3488 2.5971 13.5655 0.073
H 21.5481 1.5065 14.3450 0.122
H 22.9257 0.5515 13.8660 0.117
H 23.0052 1.4440 11.6676 0.103
H 21.9758 2.7658 11.9987 0.113
H 20.0304 1.0106 12.3334 0.119
H 21.2322 -0.2311 11.9244 0.116
H 20.9032 0.1985 7.9318 0.100
H 21.6744 -0.8291 9.1467 0.108
H 23.4767 1.0274 9.4059 0.112
H 22.6779 1.9088 8.0990 0.097
H 23.0402 0.0630 6.5590 0.109
H 23.8943 -0.8988 7.7354 0.114
H 24.8483 1.9015 6.9005 0.070
H 25.5591 0.3952 6.3027 0.054
H 25.6004 0.7778 8.0049 0.068
H 18.6177 0.1174 8.8293 0.099
H 18.1517 1.0140 10.2787 0.113
H 18.9081 -1.0273 11.6618 0.110
H 19.5121 -1.7345 10.2351 0.109
H 17.3624 -2.8043 10.6916 0.117
H 17.3208 -1.9950 9.1507 0.112
H 15.2816 -1.7102 10.5444 0.083
H 15.9727 -0.1347 10.1900 0.068
H 16.2541 -0.8712 11.7804 0.084
H 21.3295 3.1721 9.5709 0.081
H 19.8037 3.2106 10.4069 0.114
H 18.6697 3.5783 8.4692 0.126
H 19.1579 2.0113 7.8675 0.089
H 19.6325 3.9821 6.2905 0.088
H 21.0648 3.1241 6.6741 0.089
H 21.5871 4.9973 8.3592 0.070
H 19.9916 5.6996 8.0092 0.095
H 21.2342 5.6290 6.7556 0.054
C 28.5834 -8.7693 8.6721 -0.096
C 28.5779 -7.6075 9.6420 -0.241
C 29.3606 -6.3945 9.1183 -0.232
C 28.7268 -5.7507 7.8780 -0.262
P 29.8650 -4.6452 6.9934 1.009
C 29.9490 -3.1060 7.9413 -0.250
C 31.0418 -2.0984 7.5770 -0.252
C 32.3222 -2.2139 8.3949 -0.256
C 33.3548 -1.1561 8.0504 -0.094
C 29.2520 -4.2986 5.3085 -0.254
C 27.7856 -3.8172 5.2776 -0.225
C 27.4486 -2.3137 5.3987 -0.228
C 28.2216 -1.4808 4.3975 -0.101
C 31.5164 -5.3275 6.8797 -0.272
C 31.5926 -6.7624 6.2992 -0.257
C 32.9320 -7.4220 6.5954 -0.253
C 33.0747 -8.7689 5.8760 -0.076
H 27.9718 -9.5868 9.0451 0.089
H 29.5978 -9.1469 8.5076 0.080
H 28.2101 -8.4874 7.6844 0.060
H 29.0032 -7.8179 10.6223 0.124
H 27.5277 -7.3572 9.8266 0.118
H 30.3802 -6.7400 8.9265 0.104
H 29.4094 -5.6280 9.8949 0.116
H 27.8700 -5.1299 8.1553 0.109
H 28.3847 -6.4244 7.0849 0.089
H 30.0943 -3.4902 8.9593 0.107
H 28.9569 -2.6542 7.9404 0.085
H 30.5938 -1.1232 7.8284 0.101
H 31.1916 -1.9779 6.4966 0.101
H 32.7769 -3.1845 8.1644 0.097
H 32.0693 -2.2089 9.4555 0.126
H 34.3524 -1.3510 8.4454 0.088
H 33.1011 -0.1683 8.4435 0.072
H 33.5046 -1.1079 6.9660 0.073
H 29.2329 -5.2431 4.7556 0.087
H 29.9816 -3.6176 4.8698 0.072
H 27.1652 -4.4430 5.9263 0.112
H 27.3752 -4.0969 4.2996 0.077
H 27.5599 -2.0139 6.4405 0.093
H 26.3878 -2.2480 5.1472 0.113
H 28.0569 -1.7291 3.3536 0.045
H 29.2828 -1.3646 4.6491 0.064
H 27.8981 -0.4319 4.4614 0.070
H 31.9551 -5.3568 7.8800 0.105
H 32.1263 -4.6771 6.2470 0.103
H 31.4862 -6.6958 5.2040 0.085
H 30.7199 -7.3607 6.5834 0.104
H 33.0836 -7.4789 7.6765 0.122
H 33.7282 -6.7628 6.2289 0.117
H 34.0311 -9.2242 6.1108 0.090
H 32.9437 -8.5757 4.8083 0.062
H 32.2851 -9.4642 6.1652 0.082
C 31.3991 8.5371 3.9751 -0.100
C 30.6226 8.1273 5.2126 -0.244
C 30.9715 6.7156 5.6969 -0.231
C 30.2404 5.6705 4.8416 -0.276
P 30.8875 3.9922 4.8682 1.013
C 29.7469 2.9433 3.8984 -0.277
C 29.4378 3.4073 2.4695 -0.237
C 28.4771 2.4455 1.7349 -0.258
C 28.1221 3.0131 0.3630 -0.101
C 30.9736 3.4107 6.5785 -0.251
C 29.7746 2.5860 7.0729 -0.263
C 29.9639 2.2148 8.5480 -0.241
C 28.6700 1.7280 9.1910 -0.095
C 32.5365 3.9773 4.1047 -0.261
C 32.8133 5.0533 3.0568 -0.257
C 34.0558 4.6723 2.2497 -0.266
C 34.5520 5.8052 1.3370 -0.090
H 31.2859 7.8240 3.1484 0.060
H 32.4761 8.6114 4.1478 0.087
H 31.0744 9.5022 3.5905 0.088
H 29.5628 8.2040 4.9468 0.114
H 30.7988 8.8273 6.0278 0.122
H 30.7594 6.5834 6.7573 0.111
H 32.0556 6.6004 5.5859 0.111
H 30.3140 6.0200 3.8106 0.082
H 29.2133 5.5725 5.2094 0.113
H 28.8471 3.0092 4.5262 0.089
H 30.0769 1.9043 3.9995 0.096
H 30.3588 3.5530 1.9004 0.108
H 28.9342 4.3660 2.6153 0.113
H 27.5826 2.3647 2.3547 0.109
H 28.9556 1.4701 1.6217 0.090
H 28.9443 2.9509 -0.3514 0.070
H 27.7735 4.0447 0.4322 0.082
H 27.2725 2.4608 -0.0514 0.051
H 30.9933 4.3338 7.1678 0.100
H 31.9244 2.9126 6.7809 0.111
H 29.6233 1.6795 6.4759 0.099
H 28.8707 3.1798 6.8782 0.109
H 30.3481 3.0594 9.1171 0.121
H 30.6804 1.3923 8.5003 0.096
H 27.7834 2.1684 8.7305 0.063
H 28.5920 1.9379 10.2589 0.084
H 28.6071 0.6354 9.1782 0.063
H 32.6915 2.9567 3.7446 0.101
H 33.2387 4.1473 4.9268 0.112
H 33.0133 6.0039 3.5487 0.105
H 31.9914 5.2073 2.3490 0.104
H 33.9569 3.7409 1.6860 0.095
H 34.8778 4.5356 2.9636 0.121
H 35.4083 5.4439 0.7647 0.080
H 34.8759 6.6636 1.9187 0.085
H 33.8075 6.0799 0.5854 0.074
```

Its total charge is +7. As for the HOMO-LUMO gap: 8.78 eV. Its HOMO energy is -20.363 eV. As for the total energy: -202949.469 eV. Its LUMO energy is -11.579 eV.